Record 1
Molecular formula: C39H75BBrFN4O13S2
Method: DFT, wB97M-V/def2-TZVPD

HOMO-LUMO gap, eV: 8.839
HOMO, eV: -8.362
Spin multiplicity: 1
SMILES string: CCCCN[C@]1(CC(=O)Br)[C@@](N=C=S)([C@H](C)F)[C@@](CCCN)(B(C)O)OS(=O)(=O)[C@]1(CCN)CC(C)C.CCOC(C)=O.CCOC(C)=O.CCOC(C)=O.CCOC(C)=O

Last column: Mulliken charge in e.
Geometry (Å):
C (-4.59, -1.30, -3.17)  -0.82
C (-4.55, 0.05, -3.87)  -0.85
C (-3.90, 1.14, -3.02)  -0.72
C (-2.37, 1.01, -3.06)  -0.23
N (-1.76, 1.83, -2.01)  0.30
C (-0.59, 1.49, -1.21)  0.59
C (-0.14, 2.84, -0.55)  -1.29
C (-1.14, 3.90, -0.21)  -0.36
O (-1.85, 4.47, -0.93)  -0.50
Br (-1.13, 4.53, 1.68)  -0.21
C (0.67, 1.04, -2.08)  2.01
N (0.25, -0.27, -2.66)  -0.75
C (0.17, -0.63, -3.80)  0.67
S (-0.04, -1.13, -5.26)  -0.37
C (1.09, 2.04, -3.17)  -0.29
C (0.13, 2.55, -4.22)  -2.00
F (2.20, 1.50, -3.84)  -0.43
C (1.97, 0.69, -1.23)  0.86
C (2.66, -0.62, -1.60)  -2.82
C (3.42, -0.81, -2.90)  -0.07
C (3.90, -2.28, -2.96)  -1.04
N (2.90, -3.09, -3.68)  -0.39
B (3.09, 1.87, -1.07)  1.24
C (4.64, 1.61, -0.97)  -0.96
O (2.67, 3.16, -0.92)  -0.55
O (1.66, 0.59, 0.21)  -0.83
S (0.49, -0.35, 0.69)  0.91
O (0.50, -0.20, 2.11)  -0.76
O (0.60, -1.69, 0.21)  -0.47
C (-0.98, 0.46, -0.05)  1.69
C (-1.64, 1.15, 1.17)  -2.07
C (-3.07, 1.66, 1.03)  -1.03
N (-3.51, 2.09, 2.38)  -0.56
C (-1.93, -0.65, -0.54)  -1.98
C (-2.47, -1.83, 0.31)  0.85
C (-2.07, -3.16, -0.39)  -1.53
C (-2.21, -1.98, 1.82)  -1.84
H (-3.60, -1.64, -2.87)  0.02
H (-5.19, -1.22, -2.26)  0.23
H (-4.99, -2.07, -3.81)  0.46
H (-4.00, -0.01, -4.81)  0.33
H (-5.58, 0.35, -4.10)  0.47
H (-4.17, 2.11, -3.44)  0.43
H (-4.28, 1.06, -2.00)  0.25
H (-2.11, 1.33, -4.07)  0.62
H (-2.16, -0.05, -3.03)  -0.33
H (-2.51, 2.10, -1.41)  0.69
H (0.47, 2.67, 0.32)  0.84
H (0.49, 3.40, -1.23)  0.77
H (1.50, 2.94, -2.72)  0.66
H (0.72, 3.21, -4.86)  0.61
H (-0.30, 1.78, -4.84)  0.20
H (-0.63, 3.17, -3.76)  0.33
H (3.37, -0.81, -0.79)  0.83
H (1.99, -1.47, -1.53)  0.39
H (2.81, -0.68, -3.79)  0.31
H (4.29, -0.17, -3.01)  0.26
H (4.87, -2.35, -3.44)  0.52
H (3.94, -2.64, -1.93)  0.30
H (3.35, -3.80, -4.24)  0.28
H (2.34, -3.61, -3.01)  0.14
H (5.09, 1.60, -1.96)  0.29
H (5.11, 2.45, -0.44)  0.35
H (4.91, 0.71, -0.42)  0.29
H (3.16, 3.61, -0.20)  0.32
H (-1.00, 1.89, 1.63)  0.53
H (-1.72, 0.41, 1.95)  1.09
H (-3.73, 0.86, 0.68)  0.43
H (-3.21, 2.52, 0.37)  0.34
H (-4.47, 2.41, 2.29)  0.29
H (-3.59, 1.24, 2.94)  0.28
H (-1.49, -1.09, -1.43)  0.31
H (-2.80, -0.14, -0.94)  0.24
H (-3.56, -1.84, 0.23)  0.31
H (-2.03, -3.99, 0.31)  0.45
H (-1.10, -3.09, -0.87)  0.25
H (-2.80, -3.43, -1.15)  0.30
H (-1.17, -2.01, 2.11)  0.25
H (-2.65, -2.93, 2.12)  0.64
H (-2.75, -1.24, 2.40)  0.25
O (0.32, 9.01, 6.68)  -0.57
C (0.16, 7.88, 6.34)  0.70
O (-0.49, 7.64, 5.18)  -0.40
C (-0.59, 6.34, 4.59)  -0.16
C (-1.73, 5.53, 5.18)  -1.00
C (0.61, 6.71, 7.19)  -0.88
H (0.36, 5.81, 4.66)  0.36
H (-0.78, 6.52, 3.54)  0.12
H (-1.59, 5.35, 6.25)  0.35
H (-1.82, 4.57, 4.68)  0.24
H (-2.67, 6.08, 5.06)  0.31
H (-0.14, 6.54, 7.96)  0.25
H (1.55, 7.00, 7.67)  0.30
H (0.79, 5.79, 6.64)  0.32
O (1.31, -4.96, -1.78)  -0.65
C (1.28, -6.14, -1.98)  0.82
O (0.83, -6.58, -3.17)  -0.38
C (0.88, -7.95, -3.56)  -0.44
C (-0.30, -8.74, -3.04)  -0.88
C (1.63, -7.14, -0.90)  -1.10
H (1.83, -8.39, -3.27)  0.38
H (0.86, -7.93, -4.65)  0.32
H (-0.32, -8.76, -1.95)  0.17
H (-0.26, -9.77, -3.40)  0.36
H (-1.23, -8.28, -3.37)  0.31
H (0.77, -7.27, -0.25)  0.23
H (2.46, -6.73, -0.32)  0.37
H (1.94, -8.11, -1.27)  0.39
O (0.47, -9.26, 1.40)  -0.54
C (0.16, -8.72, 2.43)  0.90
O (0.15, -7.37, 2.45)  -0.31
C (-0.34, -6.61, 3.56)  -0.27
C (0.71, -6.42, 4.63)  -1.02
C (-0.15, -9.50, 3.69)  -1.22
H (-1.26, -7.04, 3.94)  0.36
H (-0.61, -5.64, 3.13)  0.17
H (1.01, -7.37, 5.07)  0.31
H (0.32, -5.78, 5.43)  0.37
H (1.60, -5.95, 4.21)  0.30
H (0.80, -9.76, 4.16)  0.29
H (-0.66, -10.41, 3.40)  0.33
H (-0.77, -8.97, 4.40)  0.35
O (3.58, 4.95, 0.97)  -0.74
C (2.92, 5.97, 0.98)  1.02
O (1.80, 5.99, 0.25)  -0.19
C (0.86, 7.07, 0.30)  0.01
C (1.25, 8.21, -0.62)  -1.35
C (3.38, 7.19, 1.72)  -1.35
H (0.70, 7.40, 1.33)  0.09
H (-0.08, 6.63, -0.03)  0.34
H (2.20, 8.66, -0.33)  0.31
H (0.48, 8.98, -0.61)  0.41
H (1.36, 7.84, -1.64)  0.34
H (4.10, 7.72, 1.10)  0.31
H (3.86, 6.87, 2.64)  0.34
H (2.57, 7.88, 1.99)  0.40



Record 2
Molecular formula: C39H75Br2F3IN4O4
Method: DFT, wB97M-V/def2-TZVPD

HOMO-LUMO gap (spin up / spin down), eV: 8.196 / 9.145
Net charge: +1
HOMO (spin up / spin down), eV: -10.170 / -11.119
Spin multiplicity: 3
⟨S²⟩: 2.01

Last column: Mulliken charge in e.
Geometry (Å):
C (4.76, -2.78, -0.45)  -1.47
C (3.37, -2.15, -0.32)  -0.33
C (3.28, -0.86, -1.16)  -0.41
C (2.70, 0.29, -0.31)  1.67
C (3.85, 0.85, 0.52)  -1.81
N (1.81, 1.34, -1.03)  1.77
C (2.40, 1.60, -2.40)  0.48
F (2.04, 2.76, -2.91)  -0.25
F (3.74, 1.58, -2.34)  -0.22
F (2.03, 0.63, -3.27)  0.06
C (0.44, 0.61, -1.23)  -2.72
O (0.50, -0.73, -1.57)  0.29
C (-0.47, 0.75, 0.01)  2.38
C (-0.45, -0.44, 1.01)  -0.17
C (-1.34, -1.68, 0.85)  -1.63
C (-0.82, -2.80, -0.05)  0.74
N (-1.05, -4.09, 0.63)  -0.85
C (-1.96, 0.96, -0.35)  -1.19
I (-2.79, 2.90, -0.82)  0.06
C (-2.47, 0.01, -1.46)  0.45
C (-2.53, 0.52, -2.90)  -1.90
C (0.30, 1.91, 0.81)  1.53
C (-0.59, 2.78, 1.70)  -2.27
O (1.23, 1.35, 1.78)  -0.56
C (1.31, 2.55, -0.19)  0.35
C (0.51, 3.55, -1.06)  -2.34
C (2.36, 3.46, 0.50)  -0.27
Br (3.84, 3.97, -0.69)  -0.01
C (1.81, 4.75, 1.15)  -0.23
C (2.12, 6.10, 0.51)  -1.63
Br (2.57, 4.89, 2.97)  -0.08
H (5.14, -2.67, -1.47)  0.35
H (5.46, -2.25, 0.19)  0.35
H (4.77, -3.83, -0.20)  0.43
H (3.23, -1.91, 0.73)  0.22
H (2.64, -2.86, -0.67)  0.32
H (4.28, -0.61, -1.47)  0.91
H (2.74, -1.12, -2.06)  -0.03
H (2.07, -0.19, 0.41)  -0.95
H (4.43, 1.60, 0.01)  0.24
H (4.53, 0.03, 0.73)  0.58
H (3.51, 1.19, 1.49)  0.09
H (-0.10, 1.08, -2.04)  0.29
H (0.38, -0.84, -2.51)  0.06
H (-0.74, -0.01, 1.96)  -0.26
H (0.54, -0.83, 1.19)  0.15
H (-2.38, -1.47, 0.66)  0.45
H (-1.35, -2.12, 1.85)  0.61
H (0.22, -2.69, -0.31)  -0.52
H (-1.42, -2.79, -0.97)  0.31
H (-0.78, -4.86, 0.04)  0.27
H (-2.04, -4.16, 0.83)  0.24
H (-2.52, 0.72, 0.54)  0.93
H (-3.49, -0.22, -1.17)  0.63
H (-1.94, -0.93, -1.43)  -0.48
H (-1.72, 1.19, -3.19)  0.38
H (-3.48, 0.97, -3.15)  0.53
H (-2.44, -0.35, -3.55)  0.46
H (-1.22, 2.13, 2.30)  0.35
H (0.04, 3.33, 2.39)  0.66
H (-1.22, 3.51, 1.21)  0.17
H (0.78, 1.16, 2.60)  0.19
H (1.16, 4.28, -1.51)  0.54
H (-0.24, 4.08, -0.49)  0.39
H (0.01, 3.10, -1.90)  0.22
H (2.90, 2.95, 1.28)  0.60
H (0.75, 4.77, 1.33)  0.55
H (1.45, 6.82, 0.99)  0.51
H (1.88, 6.14, -0.55)  0.32
H (3.11, 6.45, 0.73)  0.47
C (-2.83, 3.50, 7.50)  -1.70
C (-3.14, 1.99, 7.60)  1.67
C (-2.57, 1.44, 8.91)  -1.30
C (-1.05, 1.30, 8.91)  -0.51
C (-0.58, 0.50, 7.70)  -1.44
C (-1.11, 1.04, 6.37)  2.28
N (-2.58, 1.25, 6.43)  0.47
O (-3.20, 0.13, 6.27)  -0.61
C (-0.38, 2.35, 6.01)  -1.91
C (-0.78, 0.06, 5.26)  -2.31
C (-4.66, 1.88, 7.61)  -1.86
H (-2.95, 3.85, 6.47)  0.32
H (-3.52, 4.06, 8.12)  0.50
H (-1.83, 3.77, 7.84)  0.29
H (-3.01, 0.45, 9.10)  0.38
H (-2.89, 2.08, 9.73)  0.37
H (-0.58, 2.29, 8.93)  0.32
H (-0.73, 0.80, 9.82)  0.43
H (0.51, 0.48, 7.67)  0.38
H (-0.90, -0.54, 7.82)  0.39
H (-0.86, 2.84, 5.16)  0.27
H (0.66, 2.13, 5.73)  0.50
H (-0.32, 3.07, 6.82)  0.29
H (-1.16, -0.94, 5.45)  0.44
H (0.31, -0.02, 5.16)  0.56
H (-1.19, 0.41, 4.31)  0.47
H (-5.08, 2.24, 6.67)  0.44
H (-5.06, 2.48, 8.42)  0.45
H (-4.99, 0.85, 7.77)  0.38
C (0.56, -1.65, -7.58)  -2.00
C (0.57, -2.41, -6.24)  2.19
C (1.60, -3.54, -6.28)  -1.24
C (1.16, -4.72, -7.14)  -0.59
C (-0.22, -5.23, -6.71)  -1.23
C (-1.28, -4.13, -6.67)  1.66
N (-0.79, -2.94, -5.91)  0.50
O (-0.88, -3.15, -4.64)  -0.45
C (-1.68, -3.73, -8.10)  -1.61
C (-2.55, -4.66, -6.02)  -1.98
C (0.97, -1.38, -5.19)  -2.18
H (-0.34, -1.05, -7.69)  0.37
H (1.41, -0.97, -7.64)  0.51
H (0.65, -2.30, -8.45)  0.36
H (1.79, -3.89, -5.27)  0.34
H (2.55, -3.14, -6.66)  0.37
H (1.16, -4.45, -8.20)  0.32
H (1.89, -5.53, -7.04)  0.40
H (-0.55, -6.02, -7.37)  0.38
H (-0.13, -5.67, -5.71)  0.37
H (-2.31, -2.84, -8.10)  0.36
H (-2.26, -4.54, -8.56)  0.46
H (-0.84, -3.55, -8.77)  0.29
H (-2.37, -5.07, -5.03)  0.36
H (-2.95, -5.47, -6.64)  0.45
H (-3.31, -3.89, -5.95)  0.43
H (0.24, -0.58, -5.12)  0.56
H (1.93, -0.94, -5.46)  0.51
H (1.09, -1.85, -4.21)  0.13



Record 3
Molecular formula: C39H75N5O9S2
Method: DFT, wB97M-V/def2-TZVPD

HOMO-LUMO gap, eV: 8.137
HOMO, eV: -8.248
Spin multiplicity: 1
SMILES string: [H]/N=C(/N)NCCCC[C@H]1C(=O)NC[C@]1(CCCCCCCCCOC)CCCSC(=S)N1CCOCC1.CCOC(C)=O.CCOC(C)=O.CCOC(C)=O

Last column: Mulliken charge in e.
Geometry (Å):
C (5.63, 2.26, 4.55)  -0.69
O (6.33, 3.14, 3.69)  -0.44
C (5.54, 3.70, 2.66)  -0.37
C (6.30, 4.86, 2.01)  -0.77
C (6.86, 4.56, 0.61)  -0.78
C (6.96, 5.79, -0.33)  -1.01
C (5.88, 5.82, -1.40)  -1.01
C (4.46, 5.77, -0.82)  1.13
C (3.37, 5.90, -1.91)  -1.24
C (2.70, 4.57, -2.28)  -1.47
C (1.49, 4.11, -1.45)  -0.94
C (1.70, 3.48, -0.07)  4.17
C (2.01, 4.44, 1.11)  -0.15
C (1.44, 5.86, 1.05)  -0.98
C (0.07, 5.99, 1.74)  0.04
S (-1.01, 7.23, 0.96)  -0.30
C (-2.16, 6.11, 0.14)  0.25
S (-1.90, 5.74, -1.43)  -0.24
N (-3.24, 5.60, 0.83)  0.10
C (-3.66, 6.28, 2.07)  -0.83
C (-3.22, 5.60, 3.35)  -0.13
O (-3.56, 4.23, 3.32)  -0.51
C (-2.83, 3.61, 2.28)  -0.19
C (-3.32, 4.13, 0.94)  -0.36
C (2.79, 2.38, -0.17)  -1.10
N (2.53, 1.43, 0.92)  -0.21
C (1.22, 1.62, 1.35)  -0.44
O (0.73, 1.10, 2.32)  -0.67
C (0.52, 2.59, 0.42)  2.19
C (-0.21, 1.71, -0.62)  -0.88
C (-1.52, 1.09, -0.09)  -0.93
C (-1.64, -0.32, -0.68)  -0.80
C (-0.82, -1.27, 0.20)  -0.16
N (-0.05, -2.33, -0.48)  0.03
C (1.21, -1.86, -0.92)  -0.28
N (2.19, -1.63, -0.14)  -0.77
N (1.38, -1.65, -2.29)  -0.36
H (5.96, 2.44, 5.57)  0.26
H (5.83, 1.22, 4.29)  0.26
H (4.55, 2.42, 4.49)  0.30
H (5.27, 2.95, 1.91)  0.28
H (4.59, 4.06, 3.08)  0.26
H (7.14, 5.09, 2.67)  0.54
H (5.68, 5.76, 1.98)  0.35
H (6.27, 3.77, 0.14)  0.37
H (7.86, 4.15, 0.73)  0.59
H (6.91, 6.70, 0.27)  0.42
H (7.95, 5.79, -0.79)  0.35
H (6.01, 4.94, -2.04)  0.32
H (5.98, 6.71, -2.04)  0.42
H (4.34, 4.78, -0.39)  -0.98
H (4.34, 6.52, -0.04)  0.42
H (2.63, 6.66, -1.66)  0.41
H (3.87, 6.27, -2.81)  0.60
H (3.48, 3.80, -2.33)  0.42
H (2.33, 4.68, -3.31)  0.50
H (0.80, 4.95, -1.38)  -0.15
H (0.97, 3.37, -2.07)  0.57
H (1.61, 3.99, 2.03)  0.77
H (3.08, 4.50, 1.27)  -0.97
H (2.13, 6.51, 1.59)  0.41
H (1.39, 6.26, 0.04)  0.27
H (-0.46, 5.04, 1.74)  -0.98
H (0.19, 6.29, 2.78)  0.60
H (-3.33, 7.32, 2.06)  0.49
H (-4.76, 6.30, 2.07)  0.34
H (-3.76, 6.04, 4.20)  0.39
H (-2.15, 5.73, 3.54)  0.10
H (-1.76, 3.80, 2.42)  0.34
H (-3.00, 2.54, 2.34)  0.31
H (-4.36, 3.82, 0.81)  0.22
H (-2.76, 3.69, 0.12)  0.04
H (2.62, 1.86, -1.13)  0.27
H (3.82, 2.72, -0.25)  0.18
H (2.71, 0.46, 0.65)  0.49
H (-0.23, 3.10, 1.02)  -2.23
H (-0.43, 2.25, -1.53)  0.67
H (0.46, 0.87, -0.85)  -0.12
H (-1.50, 1.02, 1.00)  0.38
H (-2.37, 1.71, -0.39)  0.39
H (-2.67, -0.66, -0.74)  0.53
H (-1.24, -0.32, -1.70)  0.22
H (-0.06, -0.67, 0.71)  -0.26
H (-1.43, -1.70, 0.99)  0.39
H (-0.57, -2.73, -1.25)  0.39
H (1.92, -1.86, 0.81)  0.28
H (0.50, -1.58, -2.79)  0.30
H (1.94, -0.83, -2.47)  0.27
O (-0.77, -5.64, -1.30)  -0.54
C (0.37, -6.00, -1.46)  0.71
O (0.61, -7.33, -1.50)  -0.40
C (1.88, -7.88, -1.84)  -0.43
C (2.82, -7.94, -0.65)  -1.03
C (1.51, -5.02, -1.55)  -0.64
H (2.32, -7.35, -2.68)  0.40
H (1.65, -8.89, -2.18)  0.38
H (3.05, -6.95, -0.27)  0.27
H (3.75, -8.43, -0.93)  0.37
H (2.36, -8.51, 0.16)  0.31
H (1.82, -4.74, -0.54)  0.22
H (1.13, -4.14, -2.05)  0.13
H (2.37, -5.37, -2.11)  0.36
O (-6.27, -9.90, -3.47)  -0.58
C (-5.31, -9.19, -3.42)  0.75
O (-4.09, -9.75, -3.55)  -0.37
C (-2.89, -8.97, -3.62)  -0.60
C (-2.36, -8.61, -2.25)  -0.28
C (-5.42, -7.70, -3.16)  -0.70
H (-3.04, -8.09, -4.24)  0.37
H (-2.18, -9.61, -4.14)  0.35
H (-3.06, -7.99, -1.69)  0.16
H (-1.42, -8.06, -2.32)  -0.06
H (-2.19, -9.52, -1.66)  0.31
H (-5.50, -7.54, -2.09)  0.05
H (-6.33, -7.35, -3.63)  0.32
H (-4.59, -7.11, -3.54)  0.29
O (-6.48, -3.22, 0.32)  -0.56
C (-6.98, -4.23, 0.73)  0.76
O (-6.19, -5.14, 1.34)  -0.39
C (-6.71, -6.31, 1.99)  -0.46
C (-6.94, -7.45, 1.02)  -0.79
C (-8.45, -4.54, 0.53)  -0.91
H (-7.60, -6.07, 2.56)  0.37
H (-5.93, -6.58, 2.71)  0.34
H (-7.69, -7.20, 0.28)  0.26
H (-7.27, -8.34, 1.55)  0.40
H (-6.01, -7.68, 0.49)  0.13
H (-8.57, -4.96, -0.47)  0.24
H (-8.99, -3.60, 0.57)  0.30
H (-8.88, -5.22, 1.25)  0.32